(1)
Formula: C19H43O13P3
Source: the Open Molecules 2025 dataset
Level of theory: ωB97M-V/def2-TZVPD

Geometry as ORCA input:
```
! wB97M-V def2-TZVPD RIJCOSX def2/J DEFGRID3
* xyz 0 1
C 0.58 2.48 -2.97
P 0.93 0.59 -2.70
O -0.15 0.01 -1.46
C 0.57 -0.20 -4.40
O 1.94 -0.61 -4.85
C 1.61 -1.26 -6.16
O 2.12 -1.02 -7.37
O 0.53 -2.20 -5.73
C -0.13 -1.69 -4.50
C -1.74 -1.83 -4.79
C -2.69 -0.76 -3.99
C -3.24 0.48 -4.96
O -2.18 1.06 -5.81
H -0.60 2.64 -3.00
H 1.03 2.78 -4.03
H 1.12 3.15 -2.17
H -0.32 -0.95 -1.70
H 0.32 0.62 -5.19
H 0.34 -2.33 -3.63
H -1.93 -1.87 -5.95
H -2.05 -2.91 -4.39
H -2.24 -0.34 -2.99
H -3.68 -1.35 -3.67
H -4.08 0.08 -5.70
H -3.64 1.34 -4.25
H -1.70 1.72 -5.22
O 2.51 -4.02 1.64
P 1.19 -4.82 1.78
O 0.94 -4.95 0.15
C 1.66 -5.95 -0.55
C 1.19 -7.35 -0.18
O 0.24 -3.47 2.04
C 0.83 -2.28 2.55
C 1.32 -1.38 1.43
O -0.28 -5.72 1.93
C -0.33 -6.53 3.10
C -0.17 -5.73 4.38
H 2.73 -5.84 -0.36
H 1.50 -5.79 -1.62
H 1.46 -7.58 0.85
H 1.66 -8.09 -0.83
H 0.11 -7.43 -0.27
H 1.63 -2.52 3.25
H 0.07 -1.75 3.13
H 1.86 -1.93 0.64
H 1.98 -0.60 1.82
H 0.47 -0.89 0.93
H 0.45 -7.30 3.03
H -1.30 -7.04 3.10
H 0.81 -5.26 4.43
H -0.29 -6.38 5.25
H -0.92 -4.94 4.43
O 1.53 4.41 3.35
P 0.13 4.72 2.75
O 0.43 3.95 1.31
C 0.30 2.53 1.29
C -1.14 2.10 1.44
O 0.54 6.26 2.25
C 1.61 6.95 2.89
C 2.94 6.67 2.21
O -1.42 5.06 2.08
C -2.46 5.16 3.05
C -2.18 6.24 4.09
H 0.93 2.09 2.07
H 0.69 2.19 0.32
H -1.51 2.32 2.44
H -1.24 1.02 1.28
H -1.79 2.62 0.72
H 1.64 6.69 3.96
H 1.39 8.02 2.85
H 3.08 5.61 1.96
H 3.77 7.00 2.84
H 2.99 7.22 1.26
H -2.58 4.19 3.54
H -3.39 5.39 2.52
H -1.29 6.00 4.67
H -3.02 6.33 4.78
H -2.01 7.20 3.60
*
```

Values from the calculation:
frontier orbital gap	6.640	eV
total energy	-2751.65713	hartree
E_LUMO	-1.955	eV
SMILES	CP(O)[C@H]1OC(=O)O[C@@H]1CCCO.CCOP(=O)(OCC)OCC.CCOP(=O)(OCC)OCC
highest occupied orbital energy	-8.59	eV
energy above the lowest of the compared OMol25 structures with the same formula, charge and spin	900.4	kJ/mol

These are the Löwdin partial charges, in e, on atoms 1 to 8:
1 C -0.294
2 P 0.961
3 O -0.392
4 C -0.387
5 O -0.128
6 C -0.218
7 O 0.040
8 O -0.052



(2)
Formula: C21H22BrCrN4O5Si
Source: the Open Molecules 2025 dataset
Level of theory: ωB97M-V/def2-TZVPD

Geometry as ORCA input:
```
! wB97M-V def2-TZVPD RIJCOSX def2/J DEFGRID3
* xyz -1 5
Cr 0.40 0.26 0.05
O -1.39 -1.81 5.37
C -1.03 -1.34 4.16
C -1.60 -0.18 3.63
C -1.16 0.25 2.40
N -0.20 -0.40 1.74
C 0.31 -1.55 2.21
C -0.08 -2.05 3.43
C 1.25 -2.18 1.21
O 1.79 -3.24 1.45
O 1.36 -1.49 0.12
C -1.71 1.39 1.57
O -2.73 1.97 1.92
O -1.02 1.61 0.51
H -2.06 -1.22 5.74
H -2.38 0.37 4.15
H 0.34 -2.97 3.79
C 2.71 1.98 -2.36
C 1.52 1.22 -2.85
C 1.24 1.11 -4.20
C 0.10 0.40 -4.60
C -0.73 -0.17 -3.66
C -0.39 -0.04 -2.30
N 0.72 0.67 -1.94
N -1.01 -0.55 -1.22
Si -2.64 -1.11 -1.14
C -3.16 -2.33 -2.51
C -2.85 -2.07 0.47
C -3.84 0.35 -1.27
H 3.15 2.57 -3.17
H 3.46 1.29 -1.98
H 2.43 2.64 -1.54
H 1.90 1.56 -4.93
H -0.13 0.31 -5.65
H -1.61 -0.72 -3.95
H -2.44 -3.15 -2.63
H -3.29 -1.85 -3.48
H -4.12 -2.78 -2.24
H -2.05 -2.81 0.59
H -3.81 -2.59 0.49
H -2.82 -1.41 1.34
H -3.70 0.86 -2.23
H -3.65 1.08 -0.48
H -4.88 0.03 -1.20
Br 0.93 3.16 2.48
C 2.39 2.20 1.73
C 3.63 2.62 2.13
C 4.79 1.97 1.67
C 4.57 0.86 0.82
C 3.31 0.49 0.46
N 2.14 1.14 0.86
H 3.69 3.45 2.81
H 5.77 2.29 1.97
H 5.41 0.27 0.44
H 3.16 -0.36 -0.18
*
```

Values from the calculation:
frontier orbital gap (spin up / spin down)	4.170 / 7.576	eV
total energy	-5316.91641	hartree
E_LUMO (spin up / spin down)	2.348 / 2.347	eV
highest occupied orbital energy (spin up / spin down)	-1.82 / -5.23	eV
energy above the lowest of the compared OMol25 structures with the same formula, charge and spin	82.3	kJ/mol

These are the natural (NBO) partial charges, in e, on atoms 1 to 8:
1 Cr 1.332
2 O -0.650
3 C 0.361
4 C -0.303
5 C 0.161
6 N -0.452
7 C 0.158
8 C -0.274



(3)
Formula: C24H52N4O2P
Source: the Open Molecules 2025 dataset
Level of theory: ωB97M-V/def2-TZVPD

Geometry as ORCA input:
```
! wB97M-V def2-TZVPD RIJCOSX def2/J DEFGRID3
* xyz 1 1
C 0.85 3.69 7.64
C -0.55 3.20 7.29
C -1.00 3.66 5.90
C -2.47 3.38 5.60
C -2.90 1.93 5.82
C -4.20 1.61 5.10
C -4.90 0.33 5.57
C -4.04 -0.94 5.65
C -3.86 -1.68 4.32
C -3.02 -0.94 3.28
C -2.43 -1.86 2.20
C -2.44 -1.25 0.80
C -1.44 -1.91 -0.17
C -0.29 -0.97 -0.50
N 0.59 -1.57 -1.53
C 1.94 -1.18 -1.45
N 2.55 -1.17 -0.18
N 2.56 -0.80 -2.51
C 3.94 -0.29 -2.38
O 4.33 0.15 -3.62
C 5.75 0.24 -3.86
C 6.19 1.68 -4.02
C 7.69 1.85 -3.78
P 1.85 -0.82 -4.30
C 0.71 0.57 -3.98
O 0.94 -2.13 -4.21
H 1.44 3.88 6.74
H 0.82 4.63 8.20
H 1.41 2.97 8.25
H -0.60 2.11 7.34
H -1.27 3.56 8.03
H -0.81 4.74 5.83
H -0.37 3.19 5.14
H -2.68 3.65 4.56
H -3.09 4.05 6.21
H -3.02 1.73 6.89
H -2.10 1.27 5.48
H -4.02 1.58 4.03
H -4.89 2.45 5.26
H -5.35 0.52 6.55
H -5.74 0.12 4.89
H -4.50 -1.62 6.36
H -3.05 -0.69 6.06
H -4.85 -1.88 3.90
H -3.41 -2.65 4.52
H -2.21 -0.41 3.79
H -3.62 -0.17 2.80
H -1.41 -2.13 2.46
H -3.00 -2.80 2.19
H -3.45 -1.31 0.38
H -2.22 -0.18 0.87
H -1.93 -2.22 -1.10
H -1.03 -2.81 0.29
H -0.68 -0.03 -0.91
H 0.28 -0.74 0.41
H 0.55 -2.59 -1.44
H 2.90 -0.26 0.11
H 3.30 -1.85 -0.10
H 3.92 0.53 -1.64
H 4.59 -1.09 -1.99
H 5.94 -0.35 -4.76
H 6.29 -0.24 -3.04
H 5.92 2.03 -5.01
H 5.61 2.29 -3.31
H 8.09 2.70 -4.32
H 7.91 2.00 -2.72
H 8.25 0.97 -4.10
H 1.14 1.29 -3.28
H 0.53 1.09 -4.92
H -0.25 0.23 -3.60
H 0.21 -2.07 -3.57
C -1.58 -3.38 -8.63
C -0.27 -2.77 -9.11
C 0.54 -2.14 -7.97
C -0.17 -1.01 -7.35
N -0.75 -0.14 -6.89
H -2.24 -2.61 -8.20
H -2.12 -3.85 -9.45
H -1.41 -4.14 -7.86
H -0.46 -2.01 -9.87
H 0.35 -3.54 -9.57
H 1.50 -1.77 -8.32
H 0.73 -2.87 -7.18
*
```

Values from the calculation:
frontier orbital gap	8.842	eV
total energy	-1656.28849	hartree
E_LUMO	-3.433	eV
highest occupied orbital energy	-12.28	eV

These are the Löwdin partial charges, in e, on atoms 1 to 8:
1 C -0.112
2 C -0.274
3 C -0.240
4 C -0.222
5 C -0.233
6 C -0.219
7 C -0.201
8 C -0.213



(4)
Formula: C32H27BN5O2P2SSe2Sr
Source: the Open Molecules 2025 dataset
Level of theory: ωB97M-V/def2-TZVPD

Geometry as ORCA input:
```
! wB97M-V def2-TZVPD RIJCOSX def2/J DEFGRID3
* xyz -2 2
Sr 1.69 1.75 -3.12
Se -1.74 -2.20 2.35
P -0.32 -0.62 2.40
C 1.13 -1.17 3.35
C 1.37 -0.81 4.67
C 2.42 -1.38 5.37
C 3.23 -2.33 4.75
C 2.99 -2.70 3.44
C 1.94 -2.12 2.74
C -0.96 0.83 3.27
C -2.29 0.88 3.68
C -2.77 1.99 4.36
C -1.93 3.06 4.63
C -0.61 3.02 4.20
C -0.12 1.92 3.52
C 0.39 -0.02 0.87
C 0.30 -0.23 -0.53
N 1.18 0.64 -1.07
N 1.74 1.34 -0.11
N 1.29 0.97 1.06
P -0.65 -1.33 -1.57
Se -0.27 -1.31 -3.64
C -0.18 -2.99 -0.97
C 1.19 -3.26 -0.95
C 1.64 -4.53 -0.60
C 0.73 -5.53 -0.28
C -0.63 -5.26 -0.32
C -1.09 -4.00 -0.67
C -2.40 -0.99 -1.22
C -2.81 0.07 -0.43
C -4.16 0.32 -0.25
C -5.11 -0.50 -0.84
C -4.70 -1.55 -1.65
C -3.35 -1.78 -1.86
H 0.73 -0.07 5.15
H 2.61 -1.09 6.39
H 4.04 -2.78 5.31
H 3.61 -3.44 2.96
H 1.75 -2.41 1.71
H -2.93 0.03 3.46
H -3.81 2.02 4.67
H -2.30 3.92 5.17
H 0.04 3.87 4.40
H 0.89 1.90 3.14
H 1.89 -2.49 -1.22
H 2.70 -4.73 -0.58
H 1.08 -6.51 0.00
H -1.35 -6.03 -0.06
H -2.15 -3.78 -0.68
H -2.08 0.73 0.03
H -4.47 1.16 0.36
H -6.16 -0.30 -0.69
H -5.44 -2.17 -2.15
H -3.02 -2.56 -2.53
S 1.04 1.38 -7.03
C 1.58 1.07 -5.59
B 6.65 0.88 -3.49
C 5.10 1.05 -3.28
N 3.96 1.17 -3.10
H 7.11 1.96 -3.81
H 7.12 0.50 -2.44
H 6.83 0.06 -4.37
O 1.47 3.98 -3.46
C 0.24 3.91 -3.35
C -0.68 5.12 -3.49
C -2.07 4.51 -3.32
C -1.77 3.03 -2.99
O -2.63 2.23 -2.69
N -0.43 2.79 -3.08
H -0.51 5.60 -4.46
H -0.43 5.84 -2.71
H -2.67 4.55 -4.23
H -2.65 4.94 -2.51
*
```

Values from the calculation:
frontier orbital gap (spin up / spin down)	3.295 / 6.958	eV
total energy	-7599.35846	hartree
E_LUMO (spin up / spin down)	3.703 / 3.703	eV
highest occupied orbital energy (spin up / spin down)	0.41 / -3.25	eV
energy above the lowest of the compared OMol25 structures with the same formula, charge and spin	190.5	kJ/mol

These are the Löwdin partial charges, in e, on atoms 1 to 8:
1 Sr 1.235
2 Se 0.310
3 P 0.554
4 C -0.344
5 C -0.080
6 C -0.095
7 C -0.098
8 C -0.077



(5)
Formula: C16H17N4
Source: the Open Molecules 2025 dataset
Level of theory: ωB97M-V/def2-TZVPD

Geometry as ORCA input:
```
! wB97M-V def2-TZVPD RIJCOSX def2/J DEFGRID3
* xyz 1 1
C -2.10 2.00 1.55
N -0.65 1.99 1.03
H -0.01 1.40 1.71
H -0.25 2.96 1.00
C -0.42 1.44 -0.10
N -1.02 1.76 -1.09
C -0.95 0.97 -2.16
C -1.15 1.50 -3.51
C -1.01 0.74 -4.62
C -0.47 -0.47 -4.65
C 0.15 -1.19 -3.42
C 0.06 -0.32 -2.18
C 0.39 -0.50 -0.96
N 1.04 -1.96 -0.81
H 1.28 -2.36 -1.60
C 1.48 -2.46 0.55
C 1.14 -1.44 1.66
C 2.07 -0.57 2.12
C 1.88 0.29 2.92
C 0.48 0.13 3.69
C -0.22 -0.76 3.35
C 0.01 -1.88 2.44
H -0.59 -2.63 2.04
H -1.35 -1.06 3.90
H 0.56 0.93 4.36
H 2.49 1.11 3.26
H 3.03 -0.32 1.61
H 1.27 -3.52 0.52
H 2.58 -2.54 0.43
N 0.11 0.08 0.08
H 0.66 -2.03 -3.49
H -0.23 -1.00 -5.51
H -1.50 1.04 -5.63
H -1.82 2.52 -3.46
H -2.64 2.55 0.84
H -2.33 0.85 1.69
H -1.98 2.72 2.45
*
```

Values from the calculation:
frontier orbital gap	7.842	eV
total energy	-838.24718	hartree
E_LUMO	-3.693	eV
SMILES	C[NH2+]c1nc(NCc2ccccc2)c2ccccc2n1
highest occupied orbital energy	-11.54	eV

These are the natural (NBO) partial charges, in e, on atoms 1 to 8:
1 C -0.394
2 N -0.588
3 H 0.506
4 H 0.450
5 C 0.490
6 N -0.428
7 C 0.170
8 C -0.137



(6)
Formula: C9H36N18O9
Source: the Open Molecules 2025 dataset
Level of theory: ωB97M-V/def2-TZVPD

Geometry as ORCA input:
```
! wB97M-V def2-TZVPD RIJCOSX def2/J DEFGRID3
* xyz 0 1
C -1.58 5.09 1.84
O -1.19 4.07 1.41
N -1.85 5.16 3.08
N -1.73 6.19 1.20
H -1.44 4.32 3.45
H -2.83 5.37 3.26
H -2.10 6.96 1.74
H -1.80 6.13 0.19
C -0.75 0.28 0.91
O -0.63 -0.10 2.07
N -0.30 -0.37 -0.14
N -1.29 1.40 0.63
H 0.05 -1.31 -0.22
H -0.27 0.15 -1.00
H -1.37 1.79 -0.30
H -1.34 2.05 1.40
C 3.65 -0.38 -0.25
O 3.21 -1.50 -0.55
N 4.93 -0.05 -0.43
N 3.14 0.47 0.49
H 5.28 0.85 -0.13
H 5.23 -0.42 -1.32
H 2.14 0.42 0.65
H 3.69 1.31 0.57
C 0.74 -4.48 -1.21
O -0.26 -3.83 -1.49
N 1.83 -4.15 -0.53
N 1.11 -5.53 -1.80
H 2.05 -3.21 -0.21
H 2.42 -4.97 -0.46
H 1.94 -6.09 -1.66
H 0.49 -5.93 -2.48
C -0.90 -0.31 5.86
O 0.04 -0.17 6.65
N -1.43 -1.47 5.63
N -1.37 0.56 5.04
H -1.08 -2.16 6.28
H -2.05 -1.64 4.85
H -0.72 1.28 4.75
H -1.88 0.18 4.25
C 2.04 -2.71 3.14
O 2.92 -3.52 3.01
N 1.14 -2.74 4.03
N 1.72 -1.77 2.22
H 0.24 -2.30 3.91
H 1.38 -3.28 4.85
H 1.03 -1.02 2.21
H 2.42 -1.82 1.50
C -1.52 2.37 -2.96
O -0.89 1.67 -2.19
N -1.33 3.62 -3.32
N -2.71 2.13 -3.34
H -1.96 4.00 -4.00
H -0.36 3.91 -3.29
H -3.09 3.02 -3.62
H -3.10 1.20 -3.28
C -3.57 -1.47 -2.19
O -3.64 -0.40 -2.72
N -3.83 -2.59 -2.80
N -3.05 -1.71 -1.03
H -3.37 -3.45 -2.52
H -4.27 -2.28 -3.66
H -2.55 -1.03 -0.48
H -2.64 -2.63 -0.96
C 1.92 1.28 -4.56
O 1.39 2.13 -5.16
N 3.18 1.10 -4.51
N 1.30 0.39 -3.87
H 3.50 0.29 -4.00
H 3.76 1.55 -5.20
H 1.87 -0.35 -3.49
H 0.30 0.44 -3.71
*
```

Values from the calculation:
frontier orbital gap	9.186	eV
total energy	-2027.42694	hartree
E_LUMO	0.302	eV
SMILES	NC(N)=O.NC(N)=O.NC(N)=O.NC(N)=O.NC(N)=O.NC(N)=O.NC(N)=O.NC(N)=O.NC(N)=O
highest occupied orbital energy	-8.88	eV
energy above the lowest of the compared OMol25 structures with the same formula, charge and spin	775.5	kJ/mol

These are the Löwdin partial charges, in e, on atoms 1 to 8:
1 C -0.866
2 O 0.072
3 N 0.168
4 N 0.196
5 H 0.122
6 H 0.125
7 H 0.121
8 H 0.128



(7)
Formula: C23H51ClNO9P3
Source: the Open Molecules 2025 dataset
Level of theory: ωB97M-V/def2-TZVPD

Geometry as ORCA input:
```
! wB97M-V def2-TZVPD RIJCOSX def2/J DEFGRID3
* xyz 0 1
C -3.65 -4.77 1.83
C -2.22 -4.30 2.16
P -1.35 -3.49 0.74
C -2.36 -2.06 0.18
C -1.34 -4.80 -0.55
C -2.50 -5.00 -1.54
C -1.89 -6.09 -2.43
O -2.45 -6.78 -3.22
N -0.48 -6.20 -2.19
C -0.09 -4.95 -1.47
C -0.01 -3.89 -2.60
C 1.15 -5.06 -0.60
C 2.44 -5.36 -1.40
C 3.54 -4.37 -1.00
Cl 3.06 -7.00 -1.03
H -4.29 -4.61 2.69
H -4.08 -4.19 1.01
H -3.68 -5.82 1.55
H -2.23 -3.57 2.98
H -1.57 -5.15 2.39
H -3.42 -2.18 0.41
H -2.20 -1.85 -0.87
H -2.01 -1.21 0.76
H -1.33 -5.75 0.00
H -3.35 -5.34 -0.96
H -2.75 -4.15 -2.17
H -0.30 -7.03 -1.63
H 0.95 -3.37 -2.51
H 0.00 -4.36 -3.57
H -0.78 -3.13 -2.51
H 0.99 -5.85 0.13
H 1.30 -4.11 -0.10
H 2.22 -5.26 -2.46
H 4.51 -4.68 -1.35
H 3.25 -3.39 -1.38
H 3.54 -4.32 0.09
O 2.32 1.22 4.46
P 1.00 1.77 4.13
O 0.18 2.08 5.48
C 0.84 2.59 6.64
C 0.73 4.10 6.72
O 0.15 0.53 3.55
C 0.77 -0.68 3.13
C 0.61 -1.75 4.19
O 0.27 2.78 3.13
C 0.77 4.13 2.97
C 2.28 4.19 2.86
H 1.89 2.28 6.67
H 0.34 2.14 7.50
H 1.33 4.57 5.93
H 1.10 4.47 7.68
H -0.30 4.42 6.59
H 1.82 -0.52 2.88
H 0.26 -1.00 2.21
H 1.04 -1.42 5.14
H 1.10 -2.67 3.89
H -0.45 -1.95 4.37
H 0.41 4.74 3.80
H 0.32 4.52 2.06
H 2.76 3.89 3.80
H 2.60 5.20 2.63
H 2.63 3.52 2.08
O 0.00 2.71 -3.71
P -0.38 4.08 -3.35
O 0.95 4.99 -3.21
C 2.05 4.82 -4.10
C 1.98 5.81 -5.26
O -0.84 4.00 -1.80
C -1.14 2.75 -1.18
C 0.02 2.30 -0.32
O -1.46 5.22 -3.65
C -1.75 5.63 -5.00
C -1.88 4.47 -5.96
H 2.10 3.80 -4.48
H 2.95 5.00 -3.52
H 1.15 5.57 -5.92
H 2.90 5.78 -5.84
H 1.83 6.82 -4.89
H -1.41 2.00 -1.92
H -2.02 2.92 -0.56
H 0.93 2.20 -0.91
H -0.20 1.33 0.14
H 0.21 3.02 0.47
H -0.98 6.34 -5.33
H -2.68 6.19 -4.95
H -0.92 3.96 -6.09
H -2.21 4.82 -6.94
H -2.60 3.74 -5.59
*
```

Values from the calculation:
frontier orbital gap	8.604	eV
total energy	-3123.28262	hartree
E_LUMO	0.569	eV
SMILES	CCP(C)[C@H]1CC(=O)N[C@]1(C)C[C@@H](C)Cl.CCOP(=O)(OCC)OCC.CCOP(=O)(OCC)OCC
highest occupied orbital energy	-8.03	eV

These are the Löwdin partial charges, in e, on atoms 1 to 8:
1 C -0.155
2 C -0.401
3 P 0.956
4 C -0.272
5 C -0.428
6 C -0.081
7 C -0.451
8 O 0.121



- Among the records above, which one has the lowest total energy?
  C32H27BN5O2P2SSe2Sr